Record 1
Below is one molecule with the formula C12H16N2O3 in a non-equilibrium geometry, with properties calculated with ωB97M-V with the def2-TZVPD basis set.

Its gap between HOMO and LUMO is 9.1 eV. The calculation puts the HOMO energy at -0.320 Ha. The calculation puts the lowest unoccupied orbital energy at 0.43 eV. The value obtained for the relative energy (zero: lowest compared OMol25 entry of this formula, charge and spin) is 82.9 kcal per mole. Its SMILES is C[C@H](N)C(=O)N[C@@H](Cc1ccccc1)C(=O)O. Its electronic energy is -802.01543 a.u.

Last column: natural (NBO) charge in e.
Geometry (Å):
1 C 1.26520 1.38746 -0.71925  -0.65
2 C -0.14360 1.93697 -0.79619  -0.14
3 N -0.18168 3.39497 -0.88652  -0.86
4 C -1.07539 1.71341 0.49901  0.71
5 O -1.11469 2.54748 1.30153  -0.61
6 N -1.57917 0.46657 0.73992  -0.65
7 C -1.72499 -0.71218 -0.05721  -0.14
8 C -0.85900 -1.95717 0.21507  -0.44
9 C 0.55159 -1.47442 0.26936  -0.02
10 C 1.33123 -1.78274 -0.83208  -0.23
11 C 2.65643 -1.62294 -0.63586  -0.20
12 C 3.16488 -0.89983 0.44006  -0.23
13 C 2.37653 -0.65986 1.54597  -0.20
14 C 1.06067 -0.87206 1.46947  -0.23
15 C -3.25858 -1.14139 -0.15810  0.79
16 O -3.56118 -2.22413 -0.55730  -0.58
17 O -3.98123 -0.23356 0.50866  -0.67
18 H 1.80771 1.86242 0.11947  0.22
19 H 1.29645 0.28996 -0.57266  0.25
20 H 1.81908 1.51627 -1.69919  0.22
21 H -0.84887 1.54315 -1.55039  0.18
22 H 0.82605 3.83453 -1.05634  0.36
23 H -0.62568 3.81539 -0.08919  0.39
24 H -1.97139 0.51596 1.67321  0.41
25 H -1.55981 -0.45992 -1.16803  0.23
26 H -1.28699 -2.83134 0.91690  0.25
27 H -1.03820 -2.44856 -0.78185  0.23
28 H 1.04560 -2.17314 -1.75548  0.22
29 H 3.22962 -1.86393 -1.56439  0.21
30 H 4.29643 -0.76155 0.50544  0.23
31 H 2.74595 0.19586 2.27230  0.22
32 H 0.27899 -0.40433 2.08511  0.23
33 H -4.94197 -0.49735 0.31854  0.50


Record 2
Below is an isolated ion of composition C7H9BrClN2S and charge +1 in a non-equilibrium geometry, with properties calculated with ωB97M-V with the def2-TZVPD basis set.

Its gap between HOMO and LUMO is 8.3 eV. The calculation puts the HOMO energy at -0.455 Ha. The calculation puts the lowest unoccupied orbital energy at -4.09 eV. The value obtained for the relative energy (zero: lowest compared OMol25 entry of this formula, charge and spin) is 0.0 kcal per mole. Its SMILES is C/[NH+]=c1\c(Cl)c[nH]c(Br)c1SC. Its electronic energy is -3813.77803 a.u. As for the total charge: +1.

Last column: natural (NBO) charge in e.
Geometry (Å):
1 C -2.68820 -1.08039 -0.01736  -0.42
2 N -1.32607 -0.68721 -0.28544  -0.52
3 C -0.22954 -0.63898 0.46043  0.22
4 C -0.15229 -0.74976 1.89760  -0.10
5 Cl -1.55938 -0.73128 2.89614  0.09
6 C 1.04249 -0.78126 2.56386  0.02
7 N 2.24211 -0.73606 1.93732  -0.50
8 C 2.35700 -0.58071 0.62405  0.17
9 Br 4.01223 -0.59446 -0.20702  0.24
10 C 0.98480 -0.38792 -0.21404  -0.28
11 S 1.08549 0.02044 -1.90591  0.28
12 C 1.80098 1.69607 -1.80150  -0.72
13 H -3.35568 -0.22928 -0.16337  0.22
14 H -2.97286 -1.85771 -0.72921  0.22
15 H -2.80988 -1.46567 0.98762  0.23
16 H -1.15388 -0.47038 -1.26568  0.42
17 H 1.06660 -0.84707 3.64121  0.26
18 H 3.08326 -0.83688 2.50083  0.45
19 H 1.64207 2.14841 -2.77557  0.25
20 H 2.86353 1.64694 -1.59166  0.23
21 H 1.26909 2.25343 -1.03766  0.23


Record 3
Below is a 2-piece molecular cluster, C2H7N2S overall in a non-equilibrium geometry, with properties calculated with ωB97M-V with the def2-TZVPD basis set.

Its gap between HOMO and LUMO is 6.8 eV. The calculation puts the HOMO energy at -0.099 Ha. The calculation puts the lowest unoccupied orbital energy at 4.13 eV. The value obtained for the relative energy (zero: lowest compared OMol25 entry of this formula, charge and spin) is 31.6 kcal per mole. Its electronic energy is -588.08538 a.u. As for the total charge: -1.

Last column: natural (NBO) charge in e.
Geometry (Å):
1 C -1.99983 -0.07631 1.24715  -0.75
2 S -1.59643 -1.67929 0.51349  -0.66
3 H -1.60237 0.91626 0.83017  0.16
4 H -1.81034 0.09637 2.25739  0.17
5 H -3.10022 0.12522 1.25147  0.17
6 N 1.27873 -0.30186 0.14097  -0.88
7 C 1.56474 -0.13171 -1.24798  0.29
8 N 1.73752 1.15754 -1.69881  -0.77
9 H 1.22565 0.66376 0.78169  0.38
10 H 0.47194 -0.91701 0.39748  0.43
11 H 1.87424 -0.99382 -1.80480  0.16
12 H 1.95637 1.14085 -2.66822  0.31


Record 4
Below is one molecule with the formula C3H9NO2S in a non-equilibrium geometry, with properties calculated with ωB97M-V with the def2-TZVPD basis set.

Its gap between HOMO and LUMO is 10.9 eV. The calculation puts the HOMO energy at -0.371 Ha. The calculation puts the lowest unoccupied orbital energy at 0.80 eV. The value obtained for the relative energy (zero: lowest compared OMol25 entry of this formula, charge and spin) is 90.1 kcal per mole. Its SMILES is CCO[S@](C)(=N)=O. Its electronic energy is -723.02481 a.u.

Last column: natural (NBO) charge in e.
Geometry (Å):
1 C -2.07828 -0.04938 -1.16320  -0.64
2 C -0.65057 -0.65458 -1.24609  -0.09
3 O 0.31510 0.29637 -0.69355  -0.74
4 S 1.10775 -0.28427 0.77732  2.15
5 C 1.01670 1.38887 1.51893  -0.83
6 N 2.57359 -0.51098 0.55987  -1.10
7 O 0.22877 -1.25822 1.35251  -0.92
8 H -2.47451 -0.41512 -0.18408  0.22
9 H -2.03281 0.98937 -1.15117  0.22
10 H -2.89166 -0.41651 -1.95763  0.22
11 H -0.21945 -0.90742 -2.26374  0.18
12 H -0.41588 -1.58405 -0.65603  0.20
13 H -0.06957 1.45999 1.61646  0.25
14 H 1.73950 1.25920 2.37972  0.25
15 H 1.29445 2.19068 0.81946  0.26
16 H 2.55684 -1.50395 0.29122  0.36


Record 5
Below is an isolated ion of composition C2H6N3O2 and charge +1 in a non-equilibrium geometry, with properties calculated with ωB97M-V with the def2-TZVPD basis set.

Its gap between HOMO and LUMO is 9.2 eV. The calculation puts the HOMO energy at -0.507 Ha. The calculation puts the lowest unoccupied orbital energy at -4.56 eV. The value obtained for the relative energy (zero: lowest compared OMol25 entry of this formula, charge and spin) is 89.0 kcal per mole. Its SMILES is N/C(=C/[NH3+])[N+](=O)[O-]. Its electronic energy is -394.13958 a.u. As for the total charge: +1.

Last column: natural (NBO) charge in e.
Geometry (Å):
1 N 0.54075 -1.92438 0.15330  -0.79
2 C 0.19977 -0.71334 0.15122  0.32
3 C -1.01147 -0.18719 0.06603  -0.25
4 N -1.16108 1.33423 -0.08029  -0.71
5 N 1.58557 0.39831 0.04572  0.56
6 O 2.59089 -0.18883 -0.13215  -0.26
7 O 1.39004 1.55577 0.28876  -0.36
8 H -0.16604 -2.67229 0.00797  0.45
9 H 1.56415 -2.10317 0.06656  0.45
10 H -1.93102 -0.75238 0.09150  0.25
11 H -1.86267 1.79082 0.46123  0.44
12 H -1.54545 1.70690 -1.02717  0.43
13 H -0.19345 1.75557 -0.09269  0.46